Below is 2 unconnected molecules or ions with the total composition C2HBr3O2 at a distorted geometry, with properties calculated with ωB97M-V/def2-TZVPD.

Last columns: bonded neighbours and bond lengths (Å).
Positions of all 8 atoms, in Å:
1 O 2.203 0.400 0.854  C2 1.160
2 C 3.233 0.582 0.351  O1 1.160, Br3 1.930, C4 1.507
3 Br 4.090 2.310 0.295  C2 1.930
4 C 3.989 -0.283 -0.624  C2 1.507, O5 1.180, Br6 1.917
5 O 4.393 0.076 -1.673  C4 1.180
6 Br 3.867 -2.132 -0.133  C4 1.917
7 Br -1.209 -1.632 0.582  H8 1.440
8 H -2.174 -0.754 -0.030  Br7 1.440

Computed properties:
Energy above the lowest of the compared OMol25 structures with the same formula, charge and spin (kJ/mol): 12.5
Spin multiplicity: 1
HOMO energy (eV): -10.8
Total charge: 0
Gap between HOMO and LUMO (Eh): 0.3546